13
Properties=species:S:1:pos:R:3:nbo_charge:R:1 method="wB97M-V/def2-TZVPD" orbital_gap_ev=9.671 energy_ha=-340.68375 relative_energy_kj_mol=291.9 e_homo_ev=-8.88 smiles=Cc1cc(O)n[nH]1 spin_multiplicity=1
H 1.745 1.233 1.527 0.21
N -0.814 -1.254 0.714 -0.33
H 0.540 -0.263 1.769 0.40
H 1.332 2.533 0.483 0.23
C -1.214 -1.117 -0.536 0.39
C -0.541 -0.125 -1.266 -0.40
C 0.473 0.434 -0.197 0.17
C 1.592 1.465 0.444 -0.63
H 2.619 1.419 0.056 0.23
N 0.132 -0.339 0.851 -0.31
H -0.689 -0.301 -2.368 0.26
H -3.027 -1.738 -0.619 0.49
O -2.179 -1.957 -1.029 -0.69